Entry from OMol25: C19H27N6OPd as an isolated structure (ωB97M-V with the def2-TZVPD basis set).

Last column: Mulliken charge in e.
CARTESIAN COORDINATES (ANGSTROEM)
Pd  0.462  0.634  -0.622  0.61
C  2.957  -0.036  0.930  -1.26
N  1.724  0.767  0.911  0.19
C  1.506  1.595  1.913  -0.21
C  0.301  2.323  1.903  0.78
C  -0.261  3.220  2.888  -1.01
C  -1.484  3.529  2.431  -0.40
C  -1.647  2.776  1.108  -0.23
N  -0.593  2.093  0.822  0.08
C  3.984  0.956  0.443  1.01
C  3.936  1.456  -0.892  -0.01
C  4.905  2.322  -1.333  -0.88
C  5.915  2.726  -0.454  -0.34
C  5.957  2.245  0.882  -0.68
C  4.980  1.399  1.336  -0.43
H  2.840  -0.934  0.328  0.29
H  3.173  -0.322  1.960  0.57
H  2.221  1.676  2.726  0.49
H  0.221  3.552  3.794  0.50
H  -2.231  4.173  2.874  0.49
H  -2.523  2.793  0.470  0.53
H  3.173  1.115  -1.582  0.42
H  4.900  2.682  -2.352  0.43
H  6.682  3.412  -0.791  0.43
H  6.773  2.535  1.531  0.44
H  5.015  1.018  2.349  0.41
C  -3.707  -0.569  -5.076  -1.26
C  -3.127  0.759  -5.570  0.59
C  -3.627  1.948  -4.749  -1.45
C  -1.605  0.758  -5.674  -0.78
N  -0.913  0.976  -4.358  0.42
C  -0.044  1.942  -4.023  -0.09
N  0.329  1.758  -2.771  -0.51
N  -0.340  0.650  -2.409  0.58
N  -1.096  0.171  -3.316  -0.56
H  -4.771  -0.450  -4.878  0.39
H  -3.240  -0.911  -4.153  0.24
H  -3.598  -1.346  -5.832  0.39
H  -3.437  0.897  -6.609  0.36
H  -3.511  1.768  -3.676  0.26
H  -4.687  2.106  -4.937  0.44
H  -3.109  2.877  -5.004  0.38
H  -1.257  1.592  -6.282  0.35
H  -1.194  -0.166  -6.078  0.34
H  0.267  2.732  -4.687  0.41
C  -1.422  -3.086  0.902  -1.38
C  -1.244  -1.600  0.749  0.02
O  0.041  -1.325  0.059  -0.26
H  -2.368  -3.281  1.407  0.39
H  -0.624  -3.525  1.500  0.37
H  -1.471  -3.580  -0.071  0.42
H  -1.152  -1.097  1.709  0.25
H  -2.038  -1.140  0.161  0.22
H  0.215  -2.048  -0.560  0.24

For the energy above the lowest of the compared OMol25 structures with the same formula, charge and spin, the calculation gives 56.51 kcal/mol. As for the total charge: +3. As for the energy: -34576.3899 eV. The calculation puts the HOMO-LUMO gap (alpha / beta) at 4.14 / 4.14 eV. As for the highest occupied orbital energy (alpha / beta): -0.654 / -0.654 Eh.